Below is a cluster of 9 separate species, C18H42INO13P in total at a distorted geometry, with properties calculated with the ωB97M-V functional and the def2-TZVPD basis.

Geometry (Å):
O -1.27 -0.05 3.16
C -2.41 -0.38 3.06
I -3.80 1.33 3.19
C -2.89 -1.87 2.91
C -2.58 -2.56 1.52
N -3.69 -2.57 0.54
P -4.57 -1.07 0.47
O -4.48 -0.51 -1.13
O -6.20 -1.42 0.84
C -2.33 -4.13 1.82
O -1.72 -4.53 2.83
O -2.73 -5.04 0.95
C -1.25 -2.03 0.82
C -1.25 -0.75 0.05
C -0.03 -0.20 -0.57
C 1.24 -0.91 -0.50
C 1.27 -2.16 0.23
C 0.07 -2.70 0.89
H -4.00 -1.86 3.15
H -2.43 -2.41 3.79
H -4.39 -3.28 0.79
H -5.35 -0.62 -1.58
H -6.27 -1.29 1.81
H -2.16 -0.12 -0.06
H -0.11 0.77 -1.11
H 2.13 -0.44 -0.99
H 2.26 -2.70 0.28
H 0.22 -3.65 1.45
C -5.17 -5.74 -1.63
O -3.83 -5.34 -1.80
H -5.45 -6.39 -2.46
H -5.28 -6.28 -0.69
H -5.82 -4.86 -1.63
H -3.60 -4.76 -1.05
C -2.16 4.37 0.79
O -3.07 4.48 1.88
H -2.74 4.30 -0.13
H -1.52 5.25 0.75
H -1.55 3.47 0.91
H -2.55 4.54 2.69
C 2.06 -6.78 1.46
O 1.16 -5.95 2.18
H 3.08 -6.51 1.73
H 1.88 -7.83 1.71
H 1.92 -6.62 0.38
H 0.26 -6.21 1.93
C 1.56 4.57 -1.35
O 0.66 4.68 -0.26
H 0.99 4.50 -2.27
H 2.20 5.45 -1.39
H 2.17 3.67 -1.23
H 1.19 4.74 0.54
C 0.98 5.10 -5.64
O 1.88 4.24 -4.96
H 0.53 5.77 -4.91
H 1.52 5.69 -6.38
H 0.20 4.52 -6.13
H 2.27 3.66 -5.62
C 2.37 8.38 -2.84
O 1.02 8.23 -2.43
H 2.44 9.22 -3.52
H 3.00 8.57 -1.96
H 2.71 7.47 -3.34
H 0.98 7.48 -1.83
C 5.84 -7.62 3.79
O 4.66 -7.69 3.01
H 6.68 -7.36 3.14
H 5.74 -6.84 4.56
H 6.05 -8.58 4.27
H 3.94 -7.92 3.61
C 5.02 5.65 -0.77
O 4.12 5.76 0.33
H 4.44 5.58 -1.69
H 5.67 6.53 -0.82
H 5.63 4.75 -0.66
H 4.66 5.82 1.13

Output
**HOMO-LUMO gap**: 6.73 eV
**Max |F|**: 4.372 eV/Å
**Net charge**: -1
**Total energy**: -2382.8873 hartree